18
Properties=species:S:1:pos:R:3:forces:R:3 method="wB97M-V/def2-TZVPD" energy_ha=-414.3963 e_lumo_ev=0.51 de_lowest_kj_mol=569.5 total_charge=0 e_homo_ev=-7.024
C -2.686 0.680 -0.093 -0.1294 0.0329 0.0990
C -1.449 0.335 0.698 2.2575 1.3387 0.7120
C 0.490 -0.859 -0.945 1.0667 -0.5162 -0.1658
N 0.255 -2.082 -0.708 -0.1066 1.6479 0.2946
O -1.479 -0.221 1.795 -0.4379 -0.0318 -0.6984
H 0.420 -2.334 0.268 0.2833 -0.0477 0.0083
H 0.245 -0.443 -1.922 0.1112 0.1309 0.1711
H -2.572 1.691 -0.496 0.0061 -0.0636 0.0739
H -3.600 0.622 0.504 0.0449 -0.1419 -0.0445
H -2.754 0.017 -0.961 -0.0396 -0.0707 0.0615
N 1.131 0.166 -0.074 1.3876 -0.8649 -0.5184
N 1.906 1.098 -0.816 -0.2216 -0.4612 -0.7109
N 1.817 -0.284 1.085 -0.9749 -0.0202 0.2653
H -0.005 0.715 0.307 -3.6005 -0.5699 0.5045
H 2.689 0.597 -1.234 0.1128 0.2616 0.1597
H 2.261 1.795 -0.164 -0.1584 -0.2832 -0.0556
H 2.226 -1.204 0.921 -0.1890 0.0569 0.2229
H 1.104 -0.288 1.835 0.5876 -0.3977 -0.3791